12
Properties=species:S:1:pos:R:3:nbo_charge:R:1 method="wB97M-V/def2-TZVPD" relative_energy_kcal_mol=98.75 homo_energy_ev=-14.78 total_charge=+1
N 1.742 -0.195 -1.148 -0.486
H -0.604 -0.915 -1.010 0.211
H -2.116 0.870 0.684 0.424
H 1.695 -1.113 -1.527 0.357
H -1.458 1.851 -0.325 0.429
O 0.951 -0.194 0.007 -0.378
H 2.762 -0.055 -0.846 0.398
C -0.288 -0.531 -0.011 0.632
H -0.255 -1.020 1.818 0.504
H -0.489 1.421 0.981 0.415
N -1.198 1.120 0.341 -0.876
O -0.742 -1.240 1.037 -0.629